Entry 1:
Formula: C6H12O
Source: OMol25
Level of theory: ωB97M-V/def2-TZVPD

Bonds (Å) are listed after each position.
Geometry (Å):
1 C 2.081 1.238 -0.333  C2 1.527, H8 1.097, H9 1.097, H10 1.094
2 C 1.124 0.389 0.500  C1 1.527, C6 1.531, H11 1.097, H12 1.096
3 C -0.784 -1.715 0.560  C4 1.479, C5 1.494
4 C -1.257 -2.272 -0.727  C3 1.479, H13 1.108, H14 1.093, H15 1.101
5 C -1.333 -0.346 0.794  C3 1.494, C6 1.548, H16 1.097, H17 1.103
6 C -0.344 0.662 0.161  C2 1.531, C5 1.548, O7 1.416, H18 1.106
7 O -0.764 1.938 0.609  C6 1.416, H19 0.966
8 H 1.914 2.314 -0.197  C1 1.097
9 H 1.967 1.014 -1.401  C1 1.097
10 H 3.122 1.040 -0.061  C1 1.094
11 H 1.264 0.569 1.573  C2 1.097
12 H 1.338 -0.674 0.340  C2 1.096
13 H -0.694 -1.679 -1.475  C4 1.108
14 H -0.987 -3.319 -0.886  C4 1.093
15 H -2.319 -2.100 -0.960  C4 1.101
16 H -1.367 -0.113 1.865  C5 1.097
17 H -2.324 -0.141 0.353  C5 1.103
18 H -0.463 0.599 -0.936  C6 1.106
19 H -0.175 2.596 0.219  O7 0.966

As for the HOMO-LUMO gap: 8.25 eV. The net charge is 0. Its energy above the lowest of the compared OMol25 structures with the same formula, charge and spin is 384.2 kJ/mol. The max |F| is 0.4 eV/Å. The value obtained for the total energy is -310.9129 hartree.

Atomic partial charges in e from the Mulliken method, atoms 1 to 2: -1.232, -0.244

Entry 2:
Formula: C6H12O
Source: OMol25
Level of theory: ωB97M-V/def2-TZVPD

Bonds (Å) are listed after each position.
Geometry (Å):
1 C 1.634 0.929 0.696  C2 1.518, H8 1.095, H9 1.092, H10 1.095
2 C 0.732 -0.163 0.149  C1 1.518, C3 1.515, O4 1.428, C5 1.482
3 C 1.429 -1.059 -0.854  C2 1.515, H11 1.097, H12 1.092, H13 1.096
4 O -0.039 -0.848 1.137  C2 1.428, C5 1.430
5 C -0.746 -0.062 0.173  C2 1.482, O4 1.430, C6 1.514, C7 1.523
6 C -1.446 1.156 0.737  C5 1.514, H14 1.097, H15 1.096, H16 1.092
7 C -1.611 -0.862 -0.793  C5 1.523, H17 1.095, H18 1.093, H19 1.094
8 H 2.195 0.528 1.547  C1 1.095
9 H 1.089 1.811 1.039  C1 1.092
10 H 2.356 1.252 -0.062  C1 1.095
11 H 1.622 -0.513 -1.785  C3 1.097
12 H 0.840 -1.949 -1.081  C3 1.092
13 H 2.395 -1.389 -0.454  C3 1.096
14 H -1.600 1.908 -0.046  C6 1.097
15 H -2.432 0.871 1.124  C6 1.096
16 H -0.887 1.608 1.559  C6 1.092
17 H -1.970 -1.764 -0.285  C7 1.095
18 H -1.076 -1.172 -1.694  C7 1.093
19 H -2.484 -0.281 -1.106  C7 1.094

As for the HOMO-LUMO gap: 10.93 eV. The net charge is 0. Its energy above the lowest of the compared OMol25 structures with the same formula, charge and spin is 89.5 kJ/mol. The max |F| is 0.3 eV/Å. The value obtained for the total energy is -311.0252 hartree. As for the SMILES: CC1(C)OC1(C)C.

Atomic partial charges in e from the Mulliken method, atoms 1 to 2: -1.445, 1.274

Entry 3:
Formula: C6H12O
Source: OMol25
Level of theory: ωB97M-V/def2-TZVPD

Bonds (Å) are listed after each position.
Geometry (Å):
1 C -0.140 -0.182 -2.245  C2 1.508, H7 1.103, H8 1.095, H9 1.104
2 C 0.714 0.361 -1.127  C1 1.508, C3 1.331, C6 1.485
3 C 1.872 0.952 -1.414  C2 1.331, H10 1.084, H11 1.093
4 C 0.602 -0.343 2.708  C5 1.513, H12 1.099, H13 1.085, H14 1.086
5 C 1.038 0.132 1.339  C4 1.513, C6 1.323, H15 1.070
6 C 0.322 -0.060 0.242  C2 1.485, C5 1.323, H16 1.085
7 H -0.060 0.437 -3.154  C1 1.103
8 H 0.070 -1.220 -2.524  C1 1.095
9 H -1.215 -0.167 -1.993  C1 1.104
10 H 2.254 1.156 -2.408  C3 1.084
11 H 2.517 1.410 -0.660  C3 1.093
12 H -0.182 -1.105 2.587  C4 1.099
13 H 0.147 0.451 3.290  C4 1.085
14 H 1.413 -0.794 3.272  C4 1.086
15 H 1.942 0.700 1.401  C5 1.070
16 H -0.607 -0.619 0.286  C6 1.085
17 H -3.741 0.034 -0.527  O19 0.976
18 H -3.441 -1.051 0.515  O19 0.963
19 O -3.506 -0.095 0.412  H17 0.976, H18 0.963

As for the HOMO-LUMO gap: 9.15 eV. The net charge is 0. Its energy above the lowest of the compared OMol25 structures with the same formula, charge and spin is 155.0 kJ/mol. The max |F| is 1.6 eV/Å. The value obtained for the total energy is -311.0002 hartree. As for the SMILES: C=C(C)/C=C/C.O.

Atomic partial charges in e from the Mulliken method, atoms 1 to 2: -1.158, 1.040